Record 1
{"formula": "C32H34Cl3N5O3RhSe", "method": "the ωB97M-V functional and the def2-TZVPD basis", "species": ["Rh", "C", "O", "C", "C", "C", "C", "C", "C", "N", "N", "C", "O", "C", "C", "C", "C", "C", "C", "C", "O", "H", "H", "H", "H", "H", "H", "H", "H", "H", "H", "H", "H", "C", "C", "C", "C", "N", "C", "Se", "N", "C", "C", "C", "C", "C", "C", "C", "C", "C", "C", "H", "H", "H", "H", "H", "H", "H", "H", "H", "H", "H", "H", "H", "H", "H", "H", "H", "H", "H", "H", "H", "H", "Cl", "C", "Cl", "Cl", "C", "N"], "positions_angstrom": [[0.61326, -1.34702, 1.13787], [4.41996, -2.02020, 2.76271], [4.02550, -2.89758, 3.79592], [2.89487, -3.61772, 3.75250], [2.67136, -4.47510, 4.81489], [1.50762, -5.23007, 4.89992], [0.52871, -5.11899, 3.93752], [0.66436, -4.23920, 2.85688], [-0.42262, -4.06841, 1.96580], [-0.47832, -3.21502, 0.96965], [-1.52268, -3.16364, 0.18228], [-1.72799, -2.05067, -0.50287], [-1.01357, -1.01014, -0.32696], [-2.85725, -2.04660, -1.43747], [-3.10797, -0.93308, -2.23948], [-4.20775, -0.91527, -3.07637], [-5.06917, -2.00167, -3.11613], [-4.82524, -3.11186, -2.31938], [-3.72442, -3.13874, -1.48638], [1.89746, -3.48697, 2.70990], [2.09901, -2.70205, 1.73437], [5.38753, -1.62907, 3.07593], [3.71222, -1.19109, 2.64832], [4.52404, -2.53468, 1.80482], [3.42593, -4.53231, 5.58238], [1.36954, -5.89798, 5.73502], [-0.36837, -5.71314, 4.01465], [-1.31701, -4.65615, 2.16350], [-2.44000, -0.08618, -2.19368], [-4.39756, -0.05184, -3.69830], [-5.93735, -1.97882, -3.75843], [-5.49490, -3.95833, -2.34921], [-3.51707, -3.98690, -0.85366], [2.57560, 3.37411, -2.94685], [3.00848, 2.24619, -3.88000], [2.94524, 0.85906, -3.24070], [1.53905, 0.27013, -3.11058], [0.65284, 1.04168, -2.27226], [0.71719, 1.10666, -0.92976], [2.03099, 0.29050, 0.10415], [-0.31978, 1.82755, -0.45704], [-0.64366, 2.06981, 0.92614], [-0.55247, 3.54875, 1.30982], [0.81453, 4.18006, 1.04968], [1.89892, 3.65189, 1.97878], [-1.10387, 2.20058, -1.52292], [-2.30454, 2.89557, -1.59441], [-2.84109, 3.10237, -2.84979], [-2.20699, 2.63709, -4.00297], [-1.02179, 1.93115, -3.94285], [-0.47800, 1.70866, -2.68476], [2.90198, 4.32946, -3.34917], [3.02820, 3.24822, -1.96399], [1.49509, 3.41883, -2.83345], [4.04535, 2.42475, -4.16738], [2.41008, 2.26881, -4.79356], [3.41351, 0.90136, -2.25311], [3.51931, 0.15919, -3.85030], [1.61312, -0.73519, -2.67880], [1.07170, 0.19114, -4.09306], [0.03647, 1.47418, 1.54516], [-1.66235, 1.70893, 1.09408], [-0.78873, 3.62505, 2.37229], [-1.31084, 4.10635, 0.75978], [0.71758, 5.25609, 1.20059], [1.10476, 4.02329, 0.00771], [1.57852, 3.72869, 3.01477], [2.80954, 4.23137, 1.86031], [2.13676, 2.61079, 1.76402], [-2.80847, 3.25719, -0.71404], [-3.77060, 3.64203, -2.94389], [-2.65311, 2.83151, -4.96582], [-0.53968, 1.57451, -4.83831], [-3.22274, 0.55086, 3.01193], [-2.03159, 0.10153, 4.28919], [-1.53192, 1.57248, 5.17548], [-2.77844, -1.07743, 5.40041], [-0.87406, -0.46547, 3.67563], [0.06775, -0.89383, 3.15334]], "total_charge": 1, "lumo_energy_ev": [-5.06, -5.15], "e_homo_ev": [-10.32, -10.15], "multiplicity": 1}



Record 2
{"formula": "C47H51BrN5O6P2Re", "method": "the ωB97M-V functional and the def2-TZVPD basis", "species": ["Re", "O", "N", "C", "C", "C", "C", "C", "C", "C", "P", "C", "C", "C", "C", "C", "C", "C", "C", "C", "C", "C", "C", "H", "H", "H", "H", "H", "H", "H", "H", "H", "H", "H", "H", "H", "H", "H", "H", "C", "O", "C", "C", "C", "Br", "C", "C", "C", "O", "C", "N", "C", "C", "C", "C", "C", "C", "N", "H", "H", "H", "H", "H", "H", "H", "H", "H", "H", "H", "O", "N", "O", "O", "C", "C", "C", "C", "C", "C", "C", "C", "N", "H", "H", "H", "H", "H", "H", "H", "H", "H", "C", "C", "P", "C", "C", "C", "C", "H", "H", "H", "H", "H", "H", "H", "H", "H", "H", "H", "H", "H", "H", "H"], "positions_angstrom": [[-0.48644, 1.87644, 0.63992], [-0.39480, -0.27696, 3.01992], [-1.22635, 0.40470, 2.22089], [-2.47596, 0.23949, 2.50638], [-3.66409, 0.78852, 1.82455], [-4.71202, 0.94477, 2.68628], [-5.85937, 1.61317, 2.31786], [-6.07106, 1.87826, 0.99264], [-5.06969, 1.63233, 0.05596], [-3.81657, 1.05560, 0.48403], [-2.30426, 0.78478, -0.64701], [-2.74223, 1.26948, -2.26890], [-3.78319, 0.56002, -2.88550], [-4.36975, 1.14976, -3.98699], [-3.81760, 2.27689, -4.58150], [-2.64461, 2.81581, -4.11821], [-2.10347, 2.31530, -2.94427], [-2.22711, -1.02239, -0.59460], [-3.40575, -1.81452, -0.40060], [-3.41103, -3.22521, -0.54084], [-2.20702, -3.85454, -0.92164], [-1.11832, -3.05552, -1.23533], [-1.12598, -1.68596, -1.02412], [0.46816, -0.24798, 2.61177], [-2.67169, -0.51115, 3.36070], [-4.61967, 0.56431, 3.67106], [-6.65973, 1.94605, 2.98762], [-6.90506, 2.44579, 0.68383], [-5.23213, 1.87471, -0.93478], [-4.17357, -0.39392, -2.50204], [-5.37209, 0.81430, -4.31574], [-4.29800, 2.93568, -5.26718], [-2.21348, 3.67061, -4.62580], [-1.31614, 2.85789, -2.48734], [-4.38142, -1.36432, -0.12486], [-4.37496, -3.80183, -0.50673], [-2.21663, -4.93118, -0.89820], [-0.12098, -3.42025, -1.58913], [-0.17908, -1.18147, -1.25191], [5.60228, -2.02355, -2.36106], [4.44385, -2.31327, -1.58336], [4.12132, -3.55576, -1.14380], [4.93935, -4.61967, -1.33468], [4.47302, -5.84583, -0.91978], [5.44918, -7.42546, -1.24211], [3.27254, -5.99134, -0.28274], [2.46914, -4.81813, 0.07228], [2.90888, -3.61301, -0.38885], [2.23218, -2.48252, -0.24367], [1.25779, -4.93948, 0.87513], [0.49420, -3.88295, 1.12483], [-0.70597, -4.28884, 1.68307], [-1.81010, -3.52777, 2.25283], [-2.84095, -4.25381, 2.80321], [-2.85546, -5.66110, 2.65055], [-1.76693, -6.37917, 2.17949], [-0.70439, -5.65045, 1.67292], [0.56320, -6.04635, 1.23434], [6.46536, -2.10904, -1.71885], [5.37996, -1.08320, -2.78841], [5.72749, -2.74748, -3.12155], [5.73889, -4.60941, -2.00648], [2.98785, -7.03960, -0.07689], [1.39490, -2.63588, 0.27563], [-1.68890, -2.42968, 2.25872], [-3.67939, -3.82072, 3.26974], [-3.75343, -6.23053, 2.96310], [-1.76407, -7.51010, 2.16540], [1.02993, -6.98362, 1.19434], [-3.20264, 4.57056, 1.60130], [-2.52900, 3.73336, 1.13008], [-2.39819, 3.50239, -0.04891], [-1.65837, 3.08315, 1.86536], [0.17094, 4.85772, -1.47930], [1.06113, 3.99458, -2.29318], [1.86998, 4.56472, -3.23967], [2.75561, 3.77934, -3.95315], [2.66084, 2.37431, -3.81807], [1.87104, 1.78917, -2.88629], [1.66561, 0.31523, -2.72083], [1.08524, 2.57036, -2.00728], [0.49170, 2.08702, -0.90543], [0.28855, 5.92605, -1.71437], [0.21889, 4.73715, -0.40559], [-0.86842, 4.70096, -1.73731], [2.00288, 5.73608, -3.26444], [3.42859, 4.08872, -4.73193], [3.35373, 1.77026, -4.33343], [2.22464, -0.18076, -3.50954], [0.57597, 0.15328, -2.90787], [1.94242, -0.11299, -1.79260], [2.85883, 0.08546, 1.59343], [2.99349, 1.58493, 1.35055], [1.55793, 2.54988, 1.86827], [2.05176, 4.35634, 1.61624], [3.55412, 4.66368, 1.68951], [1.35004, 2.30957, 3.68855], [2.42943, 2.90121, 4.69293], [3.87985, -0.31978, 1.57867], [2.16479, -0.32194, 0.84012], [2.50547, -0.22461, 2.53814], [3.12922, 1.72876, 0.26339], [3.87096, 2.03424, 1.83094], [1.52584, 5.02083, 2.34929], [1.71215, 4.56646, 0.61761], [4.02577, 4.64510, 2.62655], [3.70515, 5.69047, 1.33114], [4.08517, 4.04644, 0.95734], [1.08882, 1.29416, 4.00827], [0.39851, 2.75690, 3.88093], [3.30438, 2.29566, 4.79200], [1.95591, 2.99286, 5.65510], [2.76267, 3.89305, 4.50990]], "total_charge": 1, "lumo_energy_ev": [-2.55, -3.66], "e_homo_ev": [-9.16, -10.01], "s_squared": 3.80, "multiplicity": 4}



It is found that the DFT total energy values, taken in the order of the records, are -153242.631; -160040.323 eV.
It is found that the ΔE to the lowest compared entry with this formula, charge and spin values, taken in the order of the records, are 2.982; 2.972 eV.